A molecular structure, C14H26N4O3Tl. Source: OMol25; level of theory: ωB97M-V/def2-TZVPD.

```
! RIJCOSX wB97M-V def2-TZVPD def2/J DEFGRID3
* xyz 3 1
H 4.734 -0.448 0.667
H 1.596 -5.174 3.935
Tl -1.408 -1.795 -1.444
C -2.306 4.110 -3.056
N -1.358 1.282 -1.325
C 3.584 -0.072 -1.914
H 1.507 -3.243 2.500
C -1.367 4.716 -0.859
C 0.484 -3.128 2.127
H -0.155 -2.801 2.956
H 2.435 -1.834 1.427
H 0.189 -7.690 2.575
C -3.673 4.774 -2.675
C 0.548 -5.488 3.826
N 0.177 -5.607 2.442
H -1.692 4.864 -3.556
H -1.000 -6.997 1.427
H 2.814 -0.264 -2.651
H -2.484 6.196 0.252
H 4.269 1.199 0.286
H -0.867 4.287 0.007
H 3.986 0.933 -2.036
O 0.428 -2.181 1.087
O 1.155 -1.173 -1.383
O -0.538 -4.615 0.541
C -3.430 5.890 -1.679
N -1.647 3.695 -1.840
H -2.463 3.258 -3.713
C -0.014 -4.481 1.615
C 1.882 -0.904 -0.421
C 1.559 -1.320 1.024
C -1.515 2.408 -1.551
H -4.128 5.138 -3.595
H -2.884 6.718 -2.138
H -4.399 6.307 -1.380
N 3.039 -0.238 -0.574
H -4.313 3.997 -2.250
H 1.374 -0.422 1.622
H 0.680 -7.030 0.988
H 0.443 -6.448 4.324
H -0.739 5.485 -1.314
H -0.073 -4.748 4.339
H -3.317 4.640 0.086
H 4.399 -0.779 -2.087
C 3.874 0.213 0.525
H 3.324 0.283 1.458
C -2.719 5.388 -0.439
C 0.010 -6.904 1.849
*
```

The calculation puts the lowest unoccupied orbital energy (alpha / beta) at -12.4499 / -12.3330 eV. As for the HOMO-LUMO gap (alpha / beta): 4.573 / 4.691 eV. The total energy comes out at -31706.9625 eV.

Here are the natural (NBO) charges for atoms 1 to 6, given in e: number 1, H, carries 0.224; number 2, H, carries 0.289; number 3, Tl, carries 0.953; number 4, C, carries -0.238; number 5, N, carries -0.226; number 6, C, carries -0.427

---

A molecular structure, C14H26N4O6Ti. Source: OMol25; level of theory: ωB97M-V/def2-TZVPD.

```
! RIJCOSX wB97M-V def2-TZVPD def2/J DEFGRID3
* xyz -1 4
H 2.431 -2.354 2.191
N 3.183 -0.735 -0.282
H 1.834 -0.797 2.660
H 2.236 2.266 -1.972
C 0.467 1.676 -3.794
O -1.474 -1.251 2.297
C -0.824 -3.554 2.485
H -0.118 3.706 0.830
Ti -0.919 0.478 0.786
H -0.970 2.355 -5.202
O 1.008 -0.986 0.241
H -2.262 -1.633 0.099
H 3.601 0.282 -2.086
H -2.885 -3.623 -0.871
H -1.448 -3.807 3.340
C -1.951 -3.676 -0.318
H -0.664 -4.387 1.808
C -1.363 1.849 3.194
H 3.296 -1.411 -2.281
N -1.850 -2.503 0.498
H -0.550 0.649 -5.352
H 1.176 1.608 -0.672
N 0.230 1.929 -2.506
H 4.128 -0.850 0.034
O -2.201 1.917 -0.813
C 1.237 2.292 -1.542
C -0.764 1.444 -4.639
H -1.094 -3.758 -0.993
N -1.472 2.795 2.195
C 0.674 2.211 2.313
H 0.408 0.739 3.956
C 2.974 -0.527 -1.715
H 0.149 -3.286 2.903
H -2.202 1.551 3.798
H 3.547 -0.923 2.297
H 1.061 3.316 -1.198
C -1.392 -2.363 1.755
C -3.164 1.011 -0.933
O -4.235 1.239 -1.543
C -0.041 1.451 3.286
C -0.229 3.000 1.630
H -2.333 3.201 1.882
C 2.561 -1.287 2.006
H -1.972 -4.600 0.261
H 1.926 -0.352 -1.926
H -1.636 1.156 -4.051
H -0.762 1.944 -2.155
H 1.742 2.142 2.177
O -2.879 -0.152 -0.376
O 1.604 1.589 -4.283
C 2.179 -0.979 0.580
*
```

As for the expectation value of S²: 3.76. The energy above the lowest of the compared OMol25 structures with the same formula, charge and spin is 0.0 kcal/mol. The calculation puts the lowest unoccupied orbital energy (alpha / beta) at 2.4027 / 2.3692 eV. As for the HOMO-LUMO gap (alpha / beta): 2.901 / 6.156 eV. The total energy comes out at -56302.2265 eV.

Here are the natural (NBO) charges for atoms 1 to 6, given in e: number 1, H, carries 0.231; number 2, N, carries -0.596; number 3, H, carries 0.260; number 4, H, carries 0.212; number 5, C, carries 0.671; number 6, O, carries -0.694